Entry from the Open Molecules 2025 dataset: a cluster of 2 separate species, C22H40F3N2O7SSi in total (ωB97M-V with the def2-TZVPD basis set).

Each line ends with the Löwdin charge.
CARTESIAN COORDINATES (ANGSTROEM)
S1 -0.5088 3.7616 0.9868  0.9404
Si1 -2.2678 1.0655 1.2678  0.5106
F1 -4.8169 1.6446 -3.4475  0.1395
F2 -3.2075 2.8802 -4.2475  0.1415
F3 -4.4532 1.7021 -5.5954  0.1517
O1 1.7432 -0.5561 -0.9195  -0.1765
O2 -2.7139 -0.2048 -3.2607  0.1109
O3 1.5655 -4.3221 -0.1015  -0.2056
O4 3.5794 4.9488 0.3217  -0.0296
O5 -2.0939 0.3786 -5.3915  0.0205
O6 0.1665 -4.8413 3.3944  -0.2035
O7 3.0134 0.5713 1.6013  0.0002
N1 0.4633 1.4151 -0.0103  -0.0174
N2 2.2474 2.9227 0.9873  -0.0240
C1 2.1585 2.0083 3.5369  -0.0096
C2 -0.8753 -3.8170 3.5662  -0.2334
C3 2.5010 1.7617 1.9216  -0.2643
C4 0.3344 -5.2426 1.9892  -0.1479
C5 1.6109 -4.3603 1.3681  -0.1710
C6 -1.7213 -1.9947 -5.7337  -0.0575
C7 0.5900 3.9372 -0.5187  -0.3178
C8 -0.6494 1.8876 0.6394  -0.3411
C9 1.4595 2.5347 -0.2434  -0.4296
C10 -2.8478 0.5064 -4.2529  -0.3162
C11 -3.7048 2.3658 0.9457  -0.2204
C12 -1.0998 -0.6570 -5.3781  -0.2091
C13 0.5016 -0.0669 -0.3047  -0.1311
C14 -2.7982 -0.5357 0.3414  -0.2077
C15 3.5437 3.6307 0.6637  -0.2468
C16 2.1295 -1.8887 -0.4324  -0.1526
C17 -2.2360 0.8545 3.2205  -0.2043
C18 0.9614 -3.0421 -0.5871  -0.1460
C19 2.4274 2.5151 -1.5695  -0.0270
C20 -3.8266 1.6722 -4.3840  -0.4697
C21 5.0515 2.9111 0.7440  -0.0136
C22 -0.2711 -2.2738 3.7403  -0.1081
H1 -3.3781 3.4678 1.1648  0.0257
H2 5.9037 3.6038 0.3285  0.1100
H3 0.7295 -3.2369 -1.7413  0.1580
H4 -0.0076 -2.8124 0.0320  0.1136
H5 -1.6726 -3.7693 2.7112  0.1171
H6 2.6866 3.6013 -1.9908  0.1246
H7 3.3856 1.8310 -1.4624  0.1082
H8 1.1850 4.9248 -0.7160  0.1306
H9 5.2418 2.7408 1.9102  0.1073
H10 -2.2223 -1.4813 0.7248  0.0385
H11 0.6968 -6.3766 1.9314  0.1510
H12 -0.5756 -5.0093 1.2916  0.1279
H13 5.0578 1.8309 0.2634  0.0925
H14 -3.9481 -0.7136 0.6061  0.0856
H15 1.5722 1.0934 3.9962  0.0925
H16 -1.0121 -1.6630 4.4233  0.0765
H17 -2.2494 -1.9316 -6.6907  0.0896
H18 -0.9548 -2.7716 -5.8029  0.0869
H19 -1.2554 0.3468 3.6079  0.0092
H20 -4.6496 2.1612 1.6462  0.0776
H21 -2.4575 -2.2997 -4.9837  0.0781
H22 0.8059 -2.3082 4.2106  0.0973
H23 -0.3514 -0.3889 -6.1311  0.1307
H24 1.4231 2.9368 3.6330  0.0858
H25 -0.3834 -0.2843 -1.0606  0.1601
H26 -0.1859 -1.8323 2.6476  0.0440
H27 -3.2260 0.2692 3.5396  0.0809
H28 0.3729 -0.6523 0.7268  0.1449
H29 -0.0854 3.5932 -1.4347  0.1205
H30 2.6469 -4.8321 1.7271  0.1545
H31 -1.4571 -4.0271 4.5862  0.1377
H32 -3.9791 2.2130 -0.2061  0.0614
H33 1.5438 -3.3126 1.8939  0.1010
H34 2.6066 -1.8518 0.6610  0.1362
H35 -2.7730 -0.4018 -0.8341  0.0424
H36 3.1216 2.2864 4.1593  0.1068
H37 -2.3363 1.9167 3.7561  0.0697
H38 3.0268 -2.2477 -1.1333  0.1634
H39 1.7829 2.0094 -2.4378  0.1121
H40 -0.5843 -0.6949 -4.4116  0.1160

The value obtained for the HOMO-LUMO gap is 6.8 eV. The charge is +1. The value obtained for the HOMO energy is -0.427 hartree.